[1]
C5H8O | ωB97M-V/def2-TZVPD

Last column: Löwdin charge in e.
Geometry (Å):
O1 2.569 -0.303 -0.744  0.06
C1 1.892 0.351 0.010  -0.25
C2 0.539 -0.052 0.522  -0.28
C3 -0.241 -1.144 -0.240  -0.13
C4 -1.468 -0.201 -0.269  -0.17
C5 -0.567 0.974 0.171  -0.14
H1 2.222 1.366 0.341  0.13
H2 0.606 -0.242 1.601  0.15
H3 0.194 -1.335 -1.226  0.11
H4 -0.374 -2.103 0.268  0.11
H5 -1.978 -0.084 -1.229  0.10
H6 -2.209 -0.451 0.495  0.10
H7 -0.271 1.603 -0.678  0.11
H8 -0.915 1.620 0.981  0.10

Summary:
Charge: 0
ΔE to the lowest compared entry with this formula, charge and spin (kJ/mol): 113.4
SMILES: O=CC1CCC1



[2]
C5H8O | ωB97M-V/def2-TZVPD

Last column: Löwdin charge in e.
Geometry (Å):
C1 -0.998 -0.521 -1.407  -0.06
C2 -0.513 -1.397 -0.290  -0.36
C3 1.168 1.909 0.553  -0.08
C4 1.171 0.909 1.428  -0.08
C5 -1.228 -1.473 1.021  0.05
O1 -1.442 -2.427 0.176  0.00
H1 -1.071 -1.076 -2.349  0.08
H2 -1.981 -0.097 -1.179  0.08
H3 -0.291 0.303 -1.543  0.07
H4 0.512 -1.759 -0.334  0.12
H5 2.089 2.318 0.144  0.05
H6 0.241 2.372 0.220  0.05
H7 2.100 0.454 1.767  0.05
H8 0.251 0.500 1.838  0.03

Summary:
Charge: 0
ΔE to the lowest compared entry with this formula, charge and spin (kJ/mol): 427.8



Number 1: frontier orbital gap 10.8 eV, strongest force on any atom 0.007 Eh/bohr. Number 2: frontier orbital gap 10.2 eV, strongest force on any atom 0.009 Eh/bohr.